[1]
Formula: C8H24IO6
Source: the Open Molecules 2025 dataset
Level of theory: wB97M-V/def2-TZVPD

Last column: natural (NBO) charge in e.
Positions of all 39 atoms, in Å:
I1 -0.7211 0.6987 -0.4281  -0.91
C1 -3.5372 -2.6450 -3.0208  -0.64
C2 -3.3212 -1.2422 -3.4760  -0.07
O1 -1.9428 -0.9856 -3.3282  -0.74
H1 -4.5892 -2.8274 -2.8016  0.18
H2 -3.1063 -2.7876 -2.0298  0.24
H3 -3.1261 -3.4062 -3.6839  0.20
H4 -3.8849 -0.5639 -2.8355  0.15
H5 -3.6866 -0.9425 -4.4582  0.16
H6 -1.8144 -0.6659 -2.4321  0.49
C3 -2.7863 -1.7089 2.6614  -0.65
C4 -2.5380 -2.9934 1.7323  -0.05
O2 -2.1882 -2.7020 0.3961  -0.73
H7 -1.8717 -1.1162 2.6797  0.22
H8 -2.9924 -1.9008 3.7144  0.20
H9 -3.5526 -1.0969 2.1857  0.20
H10 -3.3646 -3.6809 1.9115  0.15
H11 -1.6382 -3.4139 2.1815  0.15
H12 -2.1315 -1.7494 0.2915  0.50
C5 1.4561 1.1215 3.1646  -0.09
C6 1.5342 2.6732 2.8411  -0.10
O3 2.3708 3.2659 3.8267  -0.73
O4 1.8533 0.3822 1.9847  -0.75
H13 0.4649 0.8482 3.5264  0.16
H14 2.0573 0.8112 4.0193  0.17
H15 0.6402 3.2930 2.7737  0.17
H16 1.9962 2.6586 1.8539  0.19
H17 1.8962 3.1914 4.6579  0.45
H18 1.2324 0.5753 1.2785  0.50
C7 3.1710 2.1656 -1.4886  -0.09
C8 4.4781 1.3879 -1.8876  -0.08
O5 4.7914 1.5291 -3.2492  -0.71
O6 2.0602 1.8394 -2.3627  -0.75
H19 3.2483 3.2526 -1.5129  0.16
H20 2.8102 1.8955 -0.4961  0.19
H21 4.3801 0.3323 -1.6342  0.16
H22 5.3981 1.5931 -1.3403  0.15
H23 5.6790 1.1925 -3.3919  0.46
H24 1.2748 1.7214 -1.8233  0.50

Forces on the atoms, in the same order (eV/Å):
-0.1586 0.0720 0.2256
-1.0324 -0.7820 0.5079
0.3022 0.6263 0.8313
0.1204 0.4280 -1.0201
-0.3685 -0.2670 -0.5233
0.4533 0.1551 -0.0892
-0.0776 0.0837 -0.0835
-0.1397 0.0900 0.3973
0.3584 -0.5942 -0.4476
0.4408 0.2478 0.3315
0.5410 -0.5168 -1.6106
1.0740 1.5698 2.3175
-1.0541 -0.4362 0.2491
0.0823 0.0822 -0.2710
-0.3972 -0.4794 -0.1905
-0.2037 0.1047 0.3145
-0.1515 -0.1087 -0.8182
-0.0350 -0.6247 0.1047
0.2471 0.4748 -0.1347
-0.9852 0.4769 -1.4859
0.5995 -1.5461 0.7405
0.5438 0.6527 -0.0895
0.3848 0.1423 1.8810
-0.5493 -0.1238 -0.5119
0.7742 0.4054 -0.4098
-0.5454 -0.6849 -0.0195
0.4022 0.5710 0.2255
0.0420 0.0651 0.0522
-0.6675 -0.0448 -0.4047
-0.7087 -0.5715 -0.7141
-0.4992 -0.3778 0.7447
-0.2471 0.4021 -0.8935
1.5378 0.1090 -0.3282
0.6785 0.0875 -0.0686
0.7395 -0.1680 0.3531
-0.7999 -0.3170 -0.1670
-0.2839 1.0734 0.7194
-0.0730 -0.0153 0.0152
-0.3443 -0.2615 0.2702

Output
Energy above the lowest of the compared OMol25 structures with the same formula, charge and spin (kcal per mole): 42.95
M (g mol⁻¹): 343.18
Net charge: -1
LUMO energy (eV): 2.918
E_HOMO (eV): -4.907
HOMO-LUMO gap (eV): 7.8
Electronic energy (eV): -29071.3596

---

[2]
Formula: C3H11N5
Source: the Open Molecules 2025 dataset
Level of theory: wB97M-V/def2-TZVPD

Last column: natural (NBO) charge in e.
Positions of all 19 atoms, in Å:
C1 -2.6920 -0.1745 0.5730  -0.47
N1 -1.2917 -0.1555 0.6262  -0.40
C2 -0.4115 0.0244 -0.3005  0.58
C3 -0.6192 0.3327 -1.7680  -0.77
N2 0.9630 -0.0945 0.1954  -0.03
N3 1.1449 -0.0669 1.6030  -0.66
N4 1.8810 -0.1919 -0.6945  0.21
N5 3.0870 -0.2901 -0.3546  -0.40
H1 -3.0872 0.2653 1.6018  0.28
H2 -3.1160 0.4780 -0.1235  0.26
H3 -3.1328 -1.2083 0.4925  0.29
H4 -0.7111 -0.1639 1.5270  0.46
H5 -1.4484 1.0991 -2.0987  0.33
H6 -0.9667 -0.5570 -2.3973  0.33
H7 0.2326 0.8262 -2.2206  0.29
H8 1.0912 0.7849 1.9746  0.41
H9 1.8875 -0.7110 1.9577  0.44
H10 3.4141 0.0241 0.4928  0.40
H11 3.7753 -0.2212 -1.0864  0.46

Forces on the atoms, in the same order (eV/Å):
-3.0509 -0.4018 3.7549
4.2185 0.5519 0.2784
-0.7877 -0.0097 -1.0599
-1.9726 0.4381 -1.3702
-0.0734 0.7075 0.6669
0.8185 -5.2949 -2.6694
-0.4213 -0.3053 -0.1379
-0.7509 0.1904 -1.9365
0.8658 -1.1053 -1.9805
-0.2806 0.8144 -1.5895
0.7394 0.9286 -0.0508
-1.7016 -0.7936 -0.4975
1.0349 -1.2963 1.7220
0.8933 0.7311 1.0795
0.4656 -0.5287 0.0860
0.2268 4.5613 1.7851
-1.0666 0.6674 -0.3734
0.7939 0.5375 3.0854
0.0489 -0.3925 -0.7924

Output
Structure (SMILES): C/[NH+]=C(\C)N(N)N=[NH2+]
Energy above the lowest of the compared OMol25 structures with the same formula, charge and spin (kcal per mole): 50.29
M (g mol⁻¹): 117.16
Net charge: +2
LUMO energy (eV): -9.995
E_HOMO (eV): -19.791
HOMO-LUMO gap (eV): 9.8
Electronic energy (eV): -10718.8684

---

[3]
Formula: C19H57N3O12S8
Source: the Open Molecules 2025 dataset
Level of theory: wB97M-V/def2-TZVPD

Last column: Mulliken charge in e.
Positions of all 99 atoms, in Å:
N1 4.8915 -1.0613 0.2549  -0.58
C1 4.2593 -1.6506 -0.9075  0.92
N2 2.9397 -2.1790 -0.5026  -0.60
N3 4.0918 -0.6155 -1.9402  -0.61
C2 5.1186 -2.8640 -1.3792  -0.87
O1 5.8142 -2.7085 -2.6284  -0.31
C3 5.1698 -3.1367 -3.6823  0.66
O2 4.3928 -4.0044 -3.7376  -0.48
O3 5.5811 -2.5509 -4.8702  -0.25
O4 5.5126 -1.1517 -4.7158  -0.29
H1 5.7780 -0.6524 -0.0191  0.26
H2 4.3036 -0.3049 0.5910  0.24
H3 2.6717 -2.9621 -1.0843  0.24
H4 2.2808 -1.4307 -0.6963  0.12
H5 3.4111 -0.9150 -2.6285  0.23
H6 3.6739 0.1777 -1.4653  0.27
H7 4.5420 -3.7797 -1.3188  0.57
H8 5.8977 -2.9590 -0.6330  0.17
H9 4.5731 -0.9709 -4.8384  0.32
C4 8.5168 -2.8945 3.1951  -0.87
S1 7.4382 -4.0132 2.2904  0.39
O5 7.4217 -3.5617 0.8712  -0.60
C5 5.9102 -3.4553 3.0488  -0.84
H10 9.5372 -3.0452 2.8447  0.31
H11 8.2208 -1.8614 3.0115  0.37
H12 8.4604 -3.1191 4.2612  0.23
H13 5.7808 -2.3876 2.8719  0.24
H14 5.9454 -3.6660 4.1189  0.37
H15 5.0861 -4.0017 2.5935  0.33
C6 1.0454 0.1040 1.9789  -0.15
S2 -0.0097 -1.0245 1.0718  0.65
O6 -0.0708 -0.5383 -0.3424  -0.71
C7 -1.5382 -0.5311 1.8778  -0.89
H16 2.0628 -0.0059 1.6061  -0.21
H17 0.7044 1.1276 1.8262  0.10
H18 1.0203 -0.1478 3.0387  0.34
H19 -1.7053 0.5364 1.7306  0.23
H20 -1.4776 -0.7624 2.9417  0.35
H21 -2.3579 -1.0934 1.4316  0.35
C8 -1.2786 4.0925 0.5182  -0.79
S3 -0.6156 4.3173 2.1719  0.34
O7 -0.2817 2.9619 2.6985  -0.57
C9 -2.1655 4.8178 2.9273  -0.84
H22 -0.4773 3.7347 -0.1268  0.39
H23 -2.0846 3.3587 0.5386  0.30
H24 -1.6472 5.0483 0.1477  0.19
H25 -2.9114 4.0354 2.7897  0.25
H26 -2.5072 5.7473 2.4717  0.33
H27 -1.9881 4.9723 3.9903  0.35
C10 8.0340 -5.8722 8.1376  -0.96
S4 8.6585 -4.8815 6.7737  0.45
O8 7.4991 -4.1526 6.1864  -0.58
C11 9.0266 -6.2657 5.6858  -0.89
H28 7.7056 -5.1960 8.9242  0.33
H29 7.1922 -6.4765 7.7993  0.31
H30 8.8322 -6.5106 8.5160  0.37
H31 8.1206 -6.8444 5.5056  0.31
H32 9.7924 -6.8919 6.1435  0.40
H33 9.3983 -5.8676 4.7432  0.26
C12 -6.0037 5.6514 -1.3623  -0.86
S5 -4.3220 5.3460 -0.8223  0.53
O9 -4.1004 6.1339 0.4248  -0.60
C13 -3.5339 6.2407 -2.1688  -0.88
H34 -6.6822 5.2081 -0.6355  0.39
H35 -6.1838 6.7259 -1.4202  0.29
H36 -6.1595 5.1880 -2.3384  0.23
H37 -3.8769 7.2755 -2.1736  0.31
H38 -3.7770 5.7553 -3.1145  0.32
H39 -2.4569 6.2140 -2.0118  0.31
C14 -7.8256 6.3239 -6.7665  -1.00
S6 -7.1548 6.5512 -5.1144  0.48
O10 -6.8207 5.1995 -4.5851  -0.52
C15 -8.7028 7.0542 -4.3499  -0.95
H40 -7.0245 5.9659 -7.4102  0.31
H41 -8.6304 5.5884 -6.7392  0.29
H42 -8.1947 7.2784 -7.1418  0.41
H43 -9.4503 6.2717 -4.4830  0.30
H44 -9.0435 7.9861 -4.8010  0.39
H45 -8.5219 7.2098 -3.2879  0.29
C16 -1.3332 -4.5523 1.7442  -0.65
S7 -2.2132 -3.8930 3.1677  0.57
O11 -1.1940 -3.4083 4.1357  -0.62
C17 -2.8130 -5.4804 3.7658  -1.00
H46 -0.8412 -3.7251 1.2364  0.04
H47 -0.5858 -5.2736 2.0752  0.32
H48 -2.0444 -5.0255 1.0663  0.36
H49 -1.9694 -6.1415 3.9646  0.30
H50 -3.4742 -5.9221 3.0201  0.36
H51 -3.3671 -5.3083 4.6864  0.33
C18 -7.6538 0.4481 -4.2721  -1.03
S8 -7.8597 1.9072 -5.3060  0.73
O12 -9.2930 1.9687 -5.7025  -0.68
C19 -6.9454 1.2600 -6.7150  -1.00
H52 -8.1896 0.6170 -3.3403  0.30
H53 -8.0657 -0.4260 -4.7775  0.33
H54 -6.5945 0.3002 -4.0611  0.35
H55 -7.4037 0.3325 -7.0596  0.36
H56 -5.9090 1.0863 -6.4253  0.35
H57 -6.9808 2.0018 -7.5103  0.29

Forces on the atoms, in the same order (eV/Å):
-0.0384 0.0007 0.0514
-0.7362 -0.4541 -0.6270
0.3593 0.3763 0.1586
0.3778 -0.0256 -0.0025
0.6907 0.3641 1.0341
-0.3462 0.8770 0.5390
1.6982 1.0847 -0.7836
-2.2013 -2.1500 0.0134
-0.1772 -0.3548 0.2325
0.6008 0.7423 0.0456
0.0730 -0.0075 -0.0224
0.0203 -0.0188 0.1424
-0.0134 0.0142 -0.0610
-0.4047 -0.2259 0.1977
-0.0673 -0.0982 -0.0584
0.0062 0.1506 -0.1569
-0.0822 -0.1054 -0.5008
0.2689 -0.1341 -0.0247
-0.1532 0.0076 -0.1315
0.1610 0.0940 0.0787
-0.0389 0.0340 0.1972
0.0674 0.0265 -0.0288
-0.0936 0.0500 0.1470
-0.0468 -0.0507 -0.0993
-0.0709 -0.0344 -0.0702
-0.1307 -0.0267 -0.0368
0.0241 -0.0274 -0.1156
0.0971 -0.0434 -0.0127
0.0475 0.0037 -0.0740
0.1423 0.1584 -0.0515
-0.0081 -0.0680 0.1594
0.0888 0.0765 0.0234
-0.1730 0.1338 -0.0201
-0.0343 -0.1718 -0.0226
-0.0887 -0.0266 0.0556
-0.0308 -0.0418 -0.0132
0.1146 0.0147 0.0008
0.0668 -0.0537 -0.0186
0.0676 -0.0564 -0.0417
0.0230 -0.0797 -0.1658
-0.0612 0.1422 0.0057
-0.0986 -0.0412 -0.0563
-0.0552 0.0515 0.0915
0.0489 -0.0255 0.0880
-0.0012 0.0092 0.0579
-0.0048 0.0383 0.1108
0.0363 -0.0206 -0.0494
-0.0147 -0.0488 -0.0780
0.0937 -0.0390 -0.0181
-0.0996 -0.0694 0.0427
0.1046 -0.0065 0.0464
-0.0001 -0.1268 -0.0195
-0.0458 -0.0874 -0.0559
0.0261 0.0532 -0.0450
0.0022 0.0368 -0.0558
0.0294 0.0331 -0.0194
-0.0325 0.0535 0.0177
0.0157 0.0392 0.0189
-0.0149 0.0577 0.0262
-0.1449 -0.0364 -0.0558
-0.1327 -0.0199 -0.0828
0.0747 0.0373 -0.0573
0.0420 0.0703 -0.0795
0.0841 -0.0192 0.0574
0.0904 0.0172 0.0438
0.0183 0.0141 -0.0072
-0.0296 -0.0138 0.0627
-0.0375 -0.0326 0.0296
-0.0150 -0.0343 0.0445
-0.0888 -0.0876 -0.0743
-0.0127 0.1392 -0.0504
0.0069 0.0092 0.0076
-0.1232 -0.0418 0.0258
0.0464 0.0181 0.0588
0.0251 -0.0192 0.0722
0.0325 0.0184 0.0274
0.0571 -0.0438 -0.0236
0.0423 0.0094 -0.0037
0.0683 -0.0065 -0.0178
0.0393 -0.0907 -0.0677
-0.0393 -0.0109 -0.1030
-0.0061 -0.0324 -0.0395
0.0039 -0.1082 0.0632
-0.0009 0.0301 0.0622
-0.0063 0.0283 0.0639
-0.0315 0.0204 0.0275
0.0403 0.0550 -0.0109
-0.0034 0.0402 -0.0132
0.0141 0.0692 -0.0128
-0.0217 -0.1588 -0.0228
0.0866 0.1102 0.1054
0.0381 -0.0605 -0.0455
0.0134 -0.1242 -0.0762
-0.0134 0.0711 -0.0272
-0.0238 0.0375 -0.0313
0.0021 0.0435 -0.0028
-0.0455 0.0184 0.0320
-0.0047 0.0346 0.0242
-0.0326 0.0454 0.0515

Output
Energy above the lowest of the compared OMol25 structures with the same formula, charge and spin (kcal per mole): 6.50
M (g mol⁻¹): 776.21
LUMO energy (eV): 0.348
E_HOMO (eV): -8.492
HOMO-LUMO gap (eV): 8.8
Electronic energy (eV): -136340.6784

---

[4]
Formula: C36H30BiN2O3S2Te
Source: the Open Molecules 2025 dataset
Level of theory: wB97M-V/def2-TZVPD

Last column: Mulliken charge in e.
Positions of all 75 atoms, in Å:
Bi1 1.2449 1.9606 0.6048  1.12
C1 1.7445 -5.2126 1.2489  -1.67
C2 1.7883 -3.7109 1.3456  -0.43
C3 2.1352 -3.0666 2.5336  -0.33
C4 2.1870 -1.6903 2.6193  0.31
C5 2.6810 -1.0460 3.8885  -0.81
O1 3.7912 -1.3134 4.2884  -0.59
C6 1.7699 -0.1317 4.6292  0.39
C7 0.3921 -0.2112 4.4663  -0.10
C8 -0.4430 0.6130 5.2071  -0.68
C9 0.1025 1.5275 6.0953  -0.43
C10 1.4827 1.6137 6.2543  -0.60
C11 2.3158 0.7782 5.5318  -0.60
C12 1.9105 -0.8926 1.5089  1.42
O2 2.1472 0.4133 1.6681  -1.12
C13 1.5430 -1.5056 0.2881  0.79
C14 1.5150 -2.9169 0.2520  -0.92
C15 1.2916 -0.7963 -0.9674  1.71
N1 1.1337 0.4907 -1.0744  0.09
C16 1.0249 1.1974 -2.3775  -0.99
C17 -0.1992 0.9279 -3.2382  -0.72
Te1 -2.0795 1.4850 -2.3806  0.32
C18 -2.7755 -0.4847 -2.1549  -0.07
C19 -2.9470 -1.0209 -0.8841  -0.01
C20 -3.4193 -2.3200 -0.7376  -0.64
C21 -3.7179 -3.0837 -1.8571  -0.48
C22 -3.5572 -2.5431 -3.1268  -0.68
C23 -3.0925 -1.2443 -3.2779  -0.29
C24 1.2533 -1.6152 -2.2173  -0.94
C25 0.1166 -2.3518 -2.5362  0.09
C26 0.0896 -3.0900 -3.7095  -0.93
C27 1.1893 -3.0980 -4.5577  -0.69
C28 2.3246 -2.3710 -4.2305  -0.93
C29 2.3589 -1.6296 -3.0586  -0.12
H1 1.9792 -5.6728 2.2069  0.39
H2 2.4645 -5.5803 0.5169  0.36
H3 0.7563 -5.5586 0.9441  0.36
H4 2.3917 -3.6492 3.4114  0.45
H5 -0.0309 -0.9287 3.7724  0.61
H6 -1.5164 0.5416 5.0898  0.45
H7 -0.5476 2.1729 6.6714  0.41
H8 1.9038 2.3253 6.9521  0.42
H9 3.3900 0.8115 5.6565  0.47
H10 1.2865 -3.4091 -0.6827  0.59
H11 1.9303 1.0072 -2.9564  0.40
H12 1.0469 2.2665 -2.1402  0.58
H13 -0.2894 -0.1163 -3.5231  0.03
H14 -0.0810 1.5070 -4.1535  0.58
H15 -2.6986 -0.4359 -0.0074  0.22
H16 -3.5514 -2.7335 0.2540  0.43
H17 -4.0884 -4.0937 -1.7409  0.41
H18 -3.8124 -3.1271 -4.0022  0.47
H19 -2.9932 -0.8217 -4.2705  0.45
H20 -0.7445 -2.3402 -1.8769  0.77
H21 -0.7943 -3.6601 -3.9584  0.50
H22 1.1633 -3.6754 -5.4720  0.42
H23 3.1884 -2.3864 -4.8813  0.44
H24 3.2540 -1.0789 -2.7931  0.58
S1 -0.9464 1.2213 1.6258  -0.33
C30 -1.6367 2.6986 0.9985  0.63
N2 -0.9263 3.5435 0.3196  -0.21
C31 -1.7112 4.5972 -0.1406  -0.61
C32 -1.2637 5.6724 -0.9046  -0.62
C33 -2.1771 6.6320 -1.2906  -0.62
C34 -3.5243 6.5353 -0.9239  -0.46
C35 -3.9807 5.4759 -0.1640  -0.67
C36 -3.0586 4.5077 0.2192  1.16
S2 -3.3132 3.0712 1.1685  -0.15
H25 -0.2206 5.7434 -1.1839  0.41
H26 -1.8478 7.4737 -1.8845  0.40
H27 -4.2194 7.3013 -1.2388  0.40
H28 -5.0217 5.4017 0.1192  0.40
O3 3.9934 1.7261 -0.1529  -0.55
H29 4.3293 0.9448 0.3042  0.31
H30 4.6161 2.4288 0.0675  0.28

Forces on the atoms, in the same order (eV/Å):
0.1061 0.0796 0.1132
-0.0084 0.0150 -0.0026
-0.0020 0.0467 0.0124
-0.0075 -0.0130 -0.0076
0.0603 -0.1669 0.0736
0.0351 -0.0318 0.0594
-0.0169 0.0538 -0.0117
0.0180 -0.0434 -0.0236
-0.0263 0.0386 0.0232
0.0269 -0.0072 0.0062
0.0180 0.0020 -0.0034
-0.0182 -0.0073 -0.0008
-0.0247 0.0029 0.0160
0.0377 0.1381 0.0216
0.0568 -0.1127 -0.1543
-0.0747 -0.0245 -0.0488
-0.0310 -0.0893 0.0145
0.0512 0.0439 -0.0437
-0.0610 0.0869 0.0096
0.0697 -0.0539 -0.0064
0.0556 0.0593 -0.0580
-0.0823 0.0683 -0.0349
-0.0604 0.0041 -0.0061
0.0116 -0.0867 0.0320
0.0273 -0.0085 0.0148
0.0133 0.0124 -0.0139
0.0121 -0.0207 0.0091
-0.0543 -0.0056 0.0103
0.0055 0.0229 -0.0193
-0.0102 -0.0258 -0.0361
0.0263 0.0073 0.0095
-0.0087 0.0121 -0.0053
-0.0049 -0.0158 0.0020
0.0448 -0.0175 0.0372
0.0016 0.0027 0.0047
-0.0024 0.0075 -0.0075
-0.0023 -0.0018 -0.0036
0.0035 -0.0046 -0.0064
0.0047 -0.0026 0.0089
-0.0006 0.0034 0.0031
0.0012 0.0027 0.0030
-0.0051 0.0031 0.0019
0.0017 -0.0037 -0.0006
-0.0229 0.0167 0.0415
0.0224 -0.0786 0.0233
0.0020 0.0060 -0.0280
0.0130 0.0383 -0.0209
-0.0014 0.0107 0.0086
-0.0042 0.0126 -0.0143
-0.0078 -0.0066 0.0020
-0.0041 -0.0018 -0.0021
0.0101 -0.0040 0.0042
0.0127 0.0120 0.0191
0.0242 -0.0141 -0.0161
-0.0288 -0.0081 -0.0041
-0.0011 -0.0063 0.0026
-0.0030 0.0016 -0.0046
-0.0104 0.0217 0.0030
-0.0998 0.0458 0.1040
-0.0776 -0.1165 0.0223
-0.0471 0.0498 -0.0713
0.0807 0.0048 -0.0187
-0.0029 -0.0113 -0.0219
-0.0270 0.0002 0.0028
0.0180 -0.0005 -0.0062
0.0286 -0.0026 -0.0162
-0.0411 0.0259 0.0411
-0.0051 -0.0209 -0.0285
0.0029 0.0082 0.0088
-0.0056 0.0039 -0.0003
0.0019 0.0027 -0.0024
-0.0002 0.0013 0.0069
0.0010 0.0500 0.0076
-0.0511 -0.0046 0.0509
0.0365 -0.0060 -0.0845

Output
Energy above the lowest of the compared OMol25 structures with the same formula, charge and spin (kcal per mole): 0.00
M (g mol⁻¹): 939.36
Net charge: +1
LUMO energy (eV): -3.343
E_HOMO (eV): -10.480
HOMO-LUMO gap (eV): 7.1
Electronic energy (eV): -81740.8615